Entry 1:
{"formula": "C5H35O13", "method": "ωB97M-V/def2-TZVPD", "e_lumo_ev": 2.59, "charge": -1, "de_lowest_kcal_mol": 38.5, "homo_lumo_gap_ev": 9.57, "homo_ev": -7.0, "species": ["C", "O", "C", "C", "C", "C", "H", "H", "H", "H", "H", "H", "H", "H", "H", "H", "H", "H", "H", "O", "H", "H", "O", "H", "H", "O", "H", "H", "O", "H", "H", "O", "H", "H", "O", "H", "H", "O", "H", "H", "O", "H", "H", "O", "H", "H", "O", "H", "H", "O", "H", "H", "O"], "xyz": [[0.8462, -2.7173, 1.9682], [2.1163, -2.6289, 1.3682], [0.2580, -1.4994, 2.6627], [0.6429, -0.2744, 1.8428], [1.0259, 0.8593, 2.9222], [-0.3608, 0.3920, 0.8648], [0.0866, -3.1521, 1.2359], [1.0967, -3.5132, 2.7855], [0.6659, -1.5504, 3.7476], [-0.8010, -1.5135, 2.7645], [1.5851, -0.4872, 1.3087], [1.3176, 0.5815, 3.8938], [1.6869, 1.6200, 2.4409], [0.0012, 1.5062, 2.9260], [-0.7403, 1.4177, 1.2095], [-1.3122, -0.2911, 0.9537], [-0.1771, 0.4759, -0.2614], [-3.1105, -0.1452, -0.1645], [-3.9334, 1.1846, 0.1184], [-3.0511, 0.8386, 0.1317], [-3.0858, 0.3003, 1.7697], [-2.0671, 0.2242, 2.8890], [-2.8467, -0.1178, 2.6310], [-1.4518, 2.7881, -0.0873], [-1.2230, 3.8153, -1.2201], [-1.1970, 3.7251, -0.2967], [1.1389, 3.1905, -2.3941], [0.7941, 4.2616, -1.2531], [1.4948, 3.8932, -1.7593], [3.6040, 0.0312, 0.0398], [3.3633, -1.1579, 1.1858], [3.8366, -0.8305, 0.3492], [-2.4613, -0.8396, -2.1349], [-2.2087, -2.0134, -1.1406], [-2.7391, -1.3494, -1.2714], [2.4078, 3.0060, -0.3977], [1.3574, 2.0017, -0.3133], [2.2187, 2.1232, 0.0029], [2.4056, -1.2871, -0.7814], [0.8914, -1.3094, -1.6820], [1.7256, -1.8490, -1.1576], [-0.8927, -2.6726, -2.1795], [0.0094, -1.4020, -3.2701], [-0.2667, -0.9894, -2.4835], [-0.3326, -3.8078, -1.2708], [2.0195, -2.4326, 0.3803], [-1.0583, -3.5577, -1.8430], [-2.5062, 0.9811, -2.1407], [-1.3139, 0.2696, -2.8491], [-2.2503, 0.6498, -2.9668], [0.3752, 0.4550, -2.7867], [1.6819, 1.4886, -3.0262], [0.7340, 1.3086, -3.2607]], "forces_ev_per_a": [[-0.6, -3.5, 0.8], [0.1, 0.7, -0.9], [1.6, -0.1, 0.4], [2.2, 2.8, 1.5], [-3.1, 2.6, -3.4], [-2.8, -1.3, -0.3], [0.9, 0.4, 0.8], [-1.2, 1.0, -1.3], [-0.4, 0.8, -1.8], [-1.0, -0.6, 0.0], [-0.7, 0.1, 0.2], [0.4, -0.5, 1.0], [-0.1, -0.7, 0.5], [2.2, -1.4, 1.0], [0.8, -1.4, -0.3], [1.9, 1.4, -0.6], [0.3, -0.5, 1.6], [0.4, 1.2, -0.3], [-0.9, 0.3, -0.2], [0.0, -1.0, -0.4], [0.6, -0.2, 0.7], [4.1, 1.9, 1.3], [-4.8, -1.8, -1.2], [0.3, 1.1, -0.5], [-0.4, -0.1, -2.0], [-0.1, -1.1, 2.3], [0.1, 1.3, 1.3], [-1.2, 0.2, 0.6], [0.8, -1.0, -2.3], [-0.6, 1.2, 0.5], [0.6, 1.1, -1.7], [0.4, -1.8, 1.3], [-0.6, -1.3, 2.0], [4.7, -5.9, 1.1], [-5.0, 6.8, -2.4], [0.0, -1.0, 0.3], [-2.1, -0.6, -0.6], [2.5, 0.9, 0.6], [0.3, 0.5, -0.4], [1.4, -1.1, 1.1], [-1.7, 0.3, -1.0], [0.7, 0.6, 0.0], [0.6, -0.7, -1.8], [0.0, 1.0, 1.5], [0.4, 0.3, 0.0], [-0.4, -0.4, 1.0], [-0.8, -1.0, 0.1], [-0.5, 1.0, 2.0], [-1.4, 0.3, -0.1], [1.4, -0.9, -2.0], [1.2, 0.8, -0.7], [-1.3, -1.0, -0.2], [0.9, 0.3, 0.8]]}

=====

Entry 2:
{"formula": "C2H8NO", "method": "ωB97M-V/def2-TZVPD", "e_lumo_ev": -5.02, "charge": 1, "de_lowest_kcal_mol": 22.8, "homo_lumo_gap_ev": 11.77, "homo_ev": -16.8, "species": ["O", "H", "H", "H", "C", "C", "N", "H", "H", "H", "H", "H"], "xyz": [[2.0221, -0.2215, -0.8477], [0.5292, 0.2241, -0.3266], [2.2689, -0.9443, -1.4452], [2.6768, -0.2441, -0.1387], [-1.5942, -0.3168, -0.4992], [-0.4844, 0.6305, 1.3818], [-0.3878, 0.1154, 0.2220], [-2.4411, -0.3335, 0.1874], [-1.4178, -1.3076, -0.8999], [-1.9034, 0.3568, -1.3031], [0.3608, 0.8617, 2.0157], [-1.3647, 0.4213, 1.9991]], "forces_ev_per_a": [[0.3, -0.2, 0.0], [-0.7, -0.7, 0.5], [-0.1, 0.2, 0.1], [0.1, 0.0, -0.1], [-0.5, -0.3, 0.0], [0.1, -2.3, 1.4], [-0.3, 2.1, -0.6], [0.2, -0.2, 0.1], [0.0, -0.1, -0.1], [0.7, 0.1, 0.0], [0.5, 0.7, -0.7], [-0.3, 0.6, -0.7]]}